Below is a molecular structure, C25H18BN3O7PtS in a non-equilibrium geometry, with properties calculated with ωB97M-V/def2-TZVPD.

```
! wB97M-V def2-TZVPD RIJCOSX def2/J DEFGRID3
* xyz 0 1
Pt -0.5882 -0.9589 0.9764
O 3.6886 5.4620 1.3428
N 2.5312 5.0976 1.3703
O 1.5890 5.8584 1.4629
C 2.2721 3.6399 1.2841
C 3.3759 2.8781 1.1741
C 3.2753 1.4634 1.0980
C 4.4175 0.6489 1.0007
C 4.2675 -0.7099 0.9541
C 2.9701 -1.2350 1.0233
N 1.8940 -0.4889 1.1135
C 2.0176 0.8490 1.1329
C 0.8247 1.6717 1.1965
N -0.3866 1.0495 1.1508
C -1.4869 1.7883 1.2515
C -1.4525 3.1685 1.3931
C -0.2519 3.8230 1.4101
C 0.9374 3.0786 1.3018
H 4.3485 3.3461 1.1553
H 5.3965 1.1105 0.9642
H 5.1175 -1.3731 0.8780
H 2.8053 -2.3070 1.0061
H -2.4222 1.2596 1.2057
H -2.3855 3.7074 1.4759
H -0.2164 4.8927 1.5063
O -3.1714 -0.1125 -0.3397
B -2.4763 -1.2756 0.2100
O -3.4254 -1.9280 1.1198
C -4.3897 -1.0067 1.3435
C -5.4293 -1.0611 2.2461
C -6.3293 0.0077 2.2604
C -6.1898 1.0775 1.3911
C -5.1399 1.1209 0.4687
C -4.2508 0.0692 0.4711
H -5.5329 -1.9033 2.9169
H -7.1560 -0.0061 2.9588
H -6.9082 1.8865 1.4181
H -5.0221 1.9445 -0.2242
C 3.5171 -1.9981 -4.4042
C 2.3927 -2.2823 -3.4469
C 1.4532 -1.3054 -3.1325
C 0.3946 -1.5738 -2.2779
C 0.2815 -2.8402 -1.7276
C 1.2011 -3.8367 -2.0310
C 2.2568 -3.5475 -2.8773
S -1.0656 -3.2687 -0.6716
O -1.4920 -4.5850 -0.9910
O -2.0913 -2.1785 -0.9695
O -0.6763 -3.0481 0.7394
H 3.4563 -0.9842 -4.7968
H 3.4912 -2.6901 -5.2469
H 4.4869 -2.1156 -3.9171
H 1.5452 -0.3170 -3.5666
H -0.3319 -0.8133 -2.0281
H 1.0852 -4.8275 -1.6114
H 2.9782 -4.3212 -3.1123
*
```

Output
Total energy: -59778.925 eV
Orbital gap: 5.54 eV